Run i
H4O2 | the ωB97M-V functional and the def2-TZVPD basis

Output
frontier orbital gap	12.01	eV
SMILES	O.O
2S+1	1
highest occupied orbital energy	-11.364	eV

XYZ file:
```
6
H4O2 | the OMol25 dataset | the ωB97M-V functional and the def2-TZVPD basis
O -0.90 0.34 -1.36
H -1.57 0.14 -0.70
H -1.03 -0.32 -2.03
O 1.51 0.13 1.42
H 0.88 0.26 0.70
H 1.10 -0.55 1.97
```

***

Run ii
H4O2 | the ωB97M-V functional and the def2-TZVPD basis

Output
frontier orbital gap	11.94	eV
SMILES	O.O
2S+1	1
highest occupied orbital energy	-11.433	eV

XYZ file:
```
6
H4O2 | the OMol25 dataset | the ωB97M-V functional and the def2-TZVPD basis
O -1.38 -0.14 -0.22
H -2.36 -0.10 -0.07
H -1.01 0.53 0.38
O 1.98 -0.06 -0.20
H 1.20 0.56 -0.20
H 1.57 -0.79 0.30
```

***

Run iii
H4O2 | the ωB97M-V functional and the def2-TZVPD basis

Output
frontier orbital gap	11.76	eV
SMILES	O.O
2S+1	1
highest occupied orbital energy	-11.194	eV

XYZ file:
```
6
H4O2 | the OMol25 dataset | the ωB97M-V functional and the def2-TZVPD basis
O -1.21 -0.43 -0.50
H -1.35 -0.79 0.38
H -0.48 -0.98 -0.77
O 1.06 1.11 0.36
H 0.33 0.71 -0.15
H 1.64 0.38 0.69
```

***

It is run ii that is the least stable of them.

***

Run i
H4O2 | the ωB97M-V functional and the def2-TZVPD basis

Output
frontier orbital gap	12.11	eV
SMILES	O.O
2S+1	1
highest occupied orbital energy	-11.283	eV

XYZ file:
```
6
H4O2 | the OMol25 dataset | the ωB97M-V functional and the def2-TZVPD basis
O -0.07 -1.24 -1.00
H -0.28 -0.39 -0.54
H -0.93 -1.70 -1.19
O 0.06 1.22 0.99
H 0.66 1.62 0.30
H 0.64 0.62 1.46
```

***

Run ii
H4O2 | the ωB97M-V functional and the def2-TZVPD basis

Output
frontier orbital gap	12.22	eV
SMILES	O.O
2S+1	1
highest occupied orbital energy	-11.409	eV

XYZ file:
```
6
H4O2 | the OMol25 dataset | the ωB97M-V functional and the def2-TZVPD basis
O 1.63 -0.08 0.04
H 2.59 -0.14 -0.05
H 1.35 0.80 -0.33
O -1.67 -0.07 -0.09
H -1.08 0.47 0.48
H -2.56 0.04 0.25
```

***

It is run ii that is the least stable of them.

***

Run i
C3H6N2S | the ωB97M-V functional and the def2-TZVPD basis

Output
frontier orbital gap	8.58	eV
SMILES	[H]/N=N/[C@@H](C)C=S
2S+1	1
highest occupied orbital energy	-8.764	eV

XYZ file:
```
12
C3H6N2S | the OMol25 dataset | the ωB97M-V functional and the def2-TZVPD basis
H 0.47 2.61 2.06
N -0.01 2.27 1.17
N -0.16 1.06 1.28
C -0.63 0.56 -0.04
C 0.29 -0.54 -0.43
C -1.88 -0.06 0.11
S -3.08 -0.17 -0.97
H -0.45 1.40 -0.77
H -0.28 -1.45 -0.42
H 1.07 -0.76 0.30
H 0.66 -0.42 -1.39
H -2.00 -0.64 1.06
```

***

Run ii
C3H6N2S | the ωB97M-V functional and the def2-TZVPD basis

Output
frontier orbital gap	9.09	eV
2S+1	1
highest occupied orbital energy	-8.217	eV

XYZ file:
```
12
C3H6N2S | the OMol25 dataset | the ωB97M-V functional and the def2-TZVPD basis
C -1.07 -0.40 -0.81
C 1.30 0.42 0.52
C -2.03 -0.65 0.23
N -0.29 -0.19 -1.61
N 1.49 1.53 -0.15
S 2.44 -0.83 0.15
H 1.97 -1.68 1.06
H -1.72 -1.53 0.79
H -2.07 0.21 0.90
H -3.01 -0.83 -0.21
H 0.84 2.29 0.01
H 2.17 1.67 -0.89
```

***

Run iii
C3H6N2S | the ωB97M-V functional and the def2-TZVPD basis

Output
frontier orbital gap	8.55	eV
SMILES	[H]/N=C/NC(C)=S
2S+1	1
highest occupied orbital energy	-8.038	eV

XYZ file:
```
12
C3H6N2S | the OMol25 dataset | the ωB97M-V functional and the def2-TZVPD basis
H 3.26 1.14 0.03
N 2.22 1.18 -0.01
C 1.79 0.03 0.00
N 0.43 -0.34 0.00
C -0.71 0.44 0.01
C -1.96 -0.41 -0.02
S -0.77 2.06 0.00
H 2.45 -0.91 0.01
H 0.23 -1.32 -0.03
H -1.79 -1.49 0.00
H -2.59 -0.22 0.88
H -2.57 -0.16 -0.86
```

***

Run iv
C3H6N2S | the ωB97M-V functional and the def2-TZVPD basis

Output
frontier orbital gap	9.23	eV
SMILES	NN1CCC1=S
2S+1	1
highest occupied orbital energy	-8.386	eV

XYZ file:
```
12
C3H6N2S | the OMol25 dataset | the ωB97M-V functional and the def2-TZVPD basis
N 0.76 1.84 -0.03
N 0.75 0.51 0.04
C 1.81 -0.54 0.01
C 0.66 -1.53 -0.02
C -0.28 -0.30 -0.03
S -1.88 -0.08 0.01
H 0.17 2.20 -0.80
H 0.37 2.22 0.82
H 2.41 -0.52 0.92
H 2.39 -0.48 -0.91
H 0.56 -2.15 -0.90
H 0.55 -2.08 0.91
```

***

It is run i that is the least stable of them.

***

Run i
C5H14 | the ωB97M-V functional and the def2-TZVPD basis

Output
frontier orbital gap (spin up / spin down)	2.72 / 11.45	eV
⟨S²⟩	0.75
charge	-1
2S+1	2
highest occupied orbital energy (spin up / spin down)	1.439 / -7.282	eV

XYZ file:
```
19
C5H14 | the OMol25 dataset | the ωB97M-V functional and the def2-TZVPD basis
C -0.47 0.67 1.19
C -1.25 1.79 2.02
C 0.58 -0.32 1.87
H -1.09 0.14 0.50
H 0.12 1.37 0.60
H -2.32 1.52 2.13
H 0.12 -1.08 2.59
H 0.94 -0.91 1.05
H -0.91 2.72 1.53
H -0.92 1.78 3.05
H 1.57 0.01 2.38
C 0.84 -0.37 -2.51
C 0.20 -1.71 -2.45
H 1.01 0.24 -3.45
H 0.25 0.47 -1.96
H 1.88 -0.46 -2.14
H 0.67 -2.60 -2.93
H 0.12 -1.86 -1.27
H -0.82 -1.72 -2.79
```

***

Run ii
C5H14 | the ωB97M-V functional and the def2-TZVPD basis

Output
frontier orbital gap (spin up / spin down)	2.65 / 11.70	eV
⟨S²⟩	0.75
charge	-1
2S+1	2
highest occupied orbital energy (spin up / spin down)	1.553 / -7.317	eV

XYZ file:
```
19
C5H14 | the OMol25 dataset | the ωB97M-V functional and the def2-TZVPD basis
C -1.12 -1.80 0.76
C 0.17 -0.95 1.11
C -2.25 -0.78 1.24
H -1.30 -2.77 1.35
H -1.32 -2.18 -0.33
H 0.05 -0.10 0.40
H 0.17 -0.50 2.14
H -3.34 -1.19 1.03
H 1.07 -1.50 0.99
H -2.16 0.14 0.51
H -2.12 -0.46 2.33
C 2.25 1.48 -1.72
C 0.81 1.59 -1.29
H 3.04 1.61 -0.84
H 2.52 0.51 -2.03
H 2.43 2.20 -2.45
H 0.35 0.59 -1.09
H 0.12 2.12 -1.91
H 0.62 1.98 -0.22
```

***

Run iii
C5H14 | the ωB97M-V functional and the def2-TZVPD basis

Output
frontier orbital gap (spin up / spin down)	2.77 / 11.74	eV
⟨S²⟩	0.75
charge	-1
2S+1	2
highest occupied orbital energy (spin up / spin down)	1.578 / -7.411	eV

XYZ file:
```
19
C5H14 | the OMol25 dataset | the ωB97M-V functional and the def2-TZVPD basis
C 1.22 0.01 2.39
C 2.07 1.23 2.06
H 0.84 -0.49 1.51
H 1.88 -0.76 2.82
H 0.41 0.12 3.11
H 3.10 0.95 1.92
H 1.84 2.05 2.73
H 1.82 1.62 1.06
C -1.73 -0.47 -1.38
C -0.55 -1.33 -0.90
C -1.40 0.53 -2.51
H -2.52 -1.15 -1.70
H -2.15 0.07 -0.52
H 0.17 -1.50 -1.70
H -0.52 0.19 -3.05
H -2.18 0.43 -3.27
H -0.96 -2.19 -0.36
H -0.01 -0.84 -0.09
H -1.32 1.54 -2.12
```

***

Run iv
C5H14 | the ωB97M-V functional and the def2-TZVPD basis

Output
frontier orbital gap (spin up / spin down)	2.76 / 11.54	eV
⟨S²⟩	0.75
charge	-1
2S+1	2
highest occupied orbital energy (spin up / spin down)	1.473 / -7.199	eV

XYZ file:
```
19
C5H14 | the OMol25 dataset | the ωB97M-V functional and the def2-TZVPD basis
C -1.86 0.81 -1.23
C -1.90 2.04 -0.37
H -2.49 0.01 -0.78
H -2.05 0.92 -2.32
H -0.82 0.37 -1.29
H -0.89 2.42 -0.03
H -2.21 3.01 -0.81
H -2.35 2.01 0.62
C 1.62 -0.76 1.07
C 2.32 -1.56 -0.07
C 0.12 -0.90 1.05
H 2.15 -0.86 1.98
H 1.70 0.29 0.60
H 3.22 -0.97 -0.32
H -0.25 -1.84 1.54
H -0.54 -0.10 1.36
H -0.24 -0.97 0.02
H 2.69 -2.58 0.06
H 1.77 -1.33 -1.08
```

***

It is run ii that is the least stable of them.

***

Run i
C3H15NO4 | the ωB97M-V functional and the def2-TZVPD basis

Output
frontier orbital gap	9.07	eV
SMILES	C/C=C/N.O.O.O.O
2S+1	1
highest occupied orbital energy	-8.784	eV

XYZ file:
```
23
C3H15NO4 | the OMol25 dataset | the ωB97M-V functional and the def2-TZVPD basis
C -1.96 1.93 -1.70
C -0.60 1.46 -1.22
C 0.42 0.86 -1.88
N 1.75 0.59 -1.44
H -2.34 2.61 -0.91
H -1.79 2.44 -2.69
H -2.65 1.06 -1.92
H -0.59 1.48 -0.14
H 0.32 0.77 -2.98
H 2.31 0.70 -2.20
H 2.09 1.27 -0.84
O 0.02 -3.59 0.20
H 0.84 -3.14 0.51
H -0.60 -2.92 -0.26
O 1.83 -1.71 0.11
H 2.39 -1.51 -0.71
H 1.24 -0.93 -0.01
O -0.82 -0.62 1.56
H -1.36 0.03 2.03
H -0.39 -0.83 2.34
O -0.83 1.69 3.17
H -0.37 1.10 3.72
H -0.16 2.05 2.63
```

***

Run ii
C3H15NO4 | the ωB97M-V functional and the def2-TZVPD basis

Output
frontier orbital gap	10.25	eV
SMILES	C/C=C/N.O.O.O.O
2S+1	1
highest occupied orbital energy	-9.682	eV

XYZ file:
```
23
C3H15NO4 | the OMol25 dataset | the ωB97M-V functional and the def2-TZVPD basis
C -3.42 0.58 2.28
C -1.95 0.75 2.49
C -1.08 0.78 1.50
N 0.37 0.98 1.75
H -3.98 1.48 2.12
H -3.65 -0.09 1.47
H -3.94 0.13 3.12
H -1.61 0.85 3.50
H -1.18 0.55 0.45
H 0.53 1.96 1.95
H 0.68 0.45 2.56
O 3.49 2.08 -1.68
H 4.04 2.61 -1.09
H 3.14 1.41 -1.08
O 1.70 -3.25 -0.94
H 2.37 -2.71 -1.36
H 0.93 -3.38 -1.48
O 1.67 -0.05 -0.81
H 1.14 0.20 -0.04
H 1.23 0.20 -1.64
O -0.25 -1.97 -3.99
H -0.65 -2.24 -4.82
H 0.42 -1.33 -4.27
```

***

It is run i that is the least stable of them.